# 1
ORCA calculation (wB97M-V/def2-TZVPD) on a molecular structure, C53H35F5N6O5PSW in a non-equilibrium geometry.

```
107
C53H35F5N6O5PSW | the OMol25 dataset | wB97M-V/def2-TZVPD
W -0.169 0.178 1.064
S 2.656 -0.819 -0.566
P -2.776 -0.180 1.219
F -2.373 3.938 1.859
F 0.820 7.223 0.794
F -1.552 6.497 1.927
F 2.338 5.321 -0.446
F 1.490 2.770 -0.566
O -0.913 2.034 0.555
O -0.427 0.158 5.024
O -0.132 -1.775 0.776
O 4.933 -0.137 -4.868
O -0.572 -0.541 2.920
N 0.433 -3.353 -5.354
N 1.988 0.094 0.741
N -0.357 -3.665 -4.460
N 4.159 0.782 1.311
N -0.344 -0.048 -1.095
N 0.834 1.618 2.438
C 2.472 -2.729 -4.037
C -0.186 -3.634 -0.745
C -2.792 -2.911 1.445
C -4.230 1.872 -1.950
C -4.487 2.040 0.810
C -1.235 4.277 1.238
C 1.169 4.997 0.103
C -3.742 1.009 0.253
C 0.719 3.690 0.042
C 0.757 3.263 4.158
C 3.871 -0.971 -4.901
C -3.173 -4.209 1.160
C 5.952 -2.899 0.457
C -3.607 0.943 -1.137
C -4.787 -0.205 3.094
C -4.095 -4.459 0.150
C -0.396 0.901 -2.016
C -3.333 -1.845 0.724
C -0.468 0.600 -3.383
C 2.138 3.320 4.187
C 3.023 -0.839 -6.004
C -4.986 2.892 -1.384
C -4.642 -3.403 -0.561
C 1.920 -1.656 -6.117
C -0.248 -3.136 -3.128
C -2.595 -0.080 4.080
C 6.638 -1.967 1.221
C 4.823 -0.431 0.996
C 3.607 -1.939 -3.934
C -0.234 -4.037 -2.092
C -4.269 -2.097 -0.273
C 2.864 2.519 3.317
C -0.335 -1.358 -1.500
C -0.808 5.592 1.302
C -3.188 -0.051 5.339
C -0.490 3.283 0.601
C 2.807 0.816 1.440
C 1.609 -2.572 -5.112
C 5.803 -0.221 -3.755
C 4.148 -1.344 0.200
C -1.088 -0.129 4.052
C -0.325 -1.745 -2.847
C -0.449 -0.705 -3.798
C 6.068 -0.735 1.514
C -0.213 -2.294 -0.445
C 2.179 1.694 2.445
C -4.563 -0.100 5.479
C 0.143 2.395 3.275
C -3.402 -0.127 2.936
C -5.108 2.975 -0.007
C 4.691 -2.596 -0.041
C 0.403 5.964 0.735
C -5.365 -0.191 4.351
H 6.548 0.555 -3.899
H 2.650 3.980 4.873
H -5.421 -0.288 2.219
H 3.944 2.556 3.335
H -5.371 -3.591 -1.338
H 6.391 -3.866 0.254
H -5.009 -0.088 6.464
H -0.413 1.921 -1.664
H -6.441 -0.255 4.448
H 4.289 -2.090 -3.108
H -0.241 -5.091 -2.334
H 6.588 -0.024 2.144
H -0.526 -0.939 -4.850
H -5.473 3.622 -2.017
H -4.724 -1.285 -0.822
H -0.120 -4.364 0.049
H 7.618 -2.204 1.611
H 5.264 -0.041 -2.820
H -5.685 3.773 0.440
H 4.136 -3.322 -0.622
H 6.298 -1.195 -3.712
H 1.273 -1.596 -6.982
H -4.572 2.139 1.883
H -4.129 1.800 -3.025
H 3.267 -0.111 -6.765
H -4.391 -5.475 -0.075
H 4.680 1.428 1.880
H -3.026 0.148 -1.589
H -2.064 -2.721 2.225
H 2.278 -3.478 -3.281
H 0.149 3.869 4.814
H -0.937 2.336 3.211
H -0.540 1.413 -4.091
H -2.753 -5.029 1.727
H -2.539 -0.011 6.203
```

Results
- maximum force (eV Å⁻¹) = 1.4
- total charge = +1
- relative energy (zero: lowest compared OMol25 entry of this formula, charge and spin) (kJ/mol) = 12.7
- HOMO-LUMO gap (spin up / spin down) (Eh) = 0.2348 / 0.2303
- LUMO (spin up / spin down) (eV) = -3.33 / -3.71
- HOMO (spin up / spin down) (eV) = -9.720 / -9.974
- 2S+1 = 3

---

# 2
ORCA calculation (wB97M-V/def2-TZVPD) on a molecular structure, C53H40BrCrN6O2 in a non-equilibrium geometry.

```
103
C53H40BrCrN6O2 | the OMol25 dataset | wB97M-V/def2-TZVPD
Br -1.029 3.493 5.732
Cr -0.014 0.189 -0.435
O 3.411 1.449 0.631
O 4.462 0.866 2.562
N 3.112 -1.221 -3.546
N -0.277 -1.224 -1.830
N -1.587 1.210 -1.444
N -0.152 1.882 0.761
N 0.952 -1.280 0.833
N 1.606 1.221 -1.259
C -3.621 3.491 0.600
C 3.443 1.218 1.889
C 2.372 0.803 -2.436
C -0.098 0.644 2.775
C -0.039 3.038 2.940
C 1.058 -1.827 6.451
C 1.274 0.006 3.023
C -1.606 0.268 -5.117
C -0.052 2.467 4.353
C 2.049 1.377 2.629
C -2.103 2.428 -1.050
C 1.503 -2.461 0.257
C 2.869 -1.780 1.938
C 3.315 -1.051 6.102
C 1.640 -1.015 1.933
C -1.915 0.491 -7.894
C -1.292 0.157 -3.731
C -5.952 4.006 0.156
C 0.685 -1.204 5.229
C -0.592 -6.726 -0.437
C 1.351 2.293 4.681
C -0.496 -0.948 -3.227
C 2.957 -0.564 4.887
C -0.023 -3.175 -3.066
C -0.405 -2.175 -3.933
C 2.400 2.165 3.810
C -1.409 2.231 1.206
C -1.611 1.193 -2.869
C -4.807 3.271 -0.129
C 0.762 -3.236 -0.711
C -2.347 2.743 0.282
C -2.810 0.700 -5.637
C 3.017 -0.563 -2.234
C -2.472 3.224 -2.212
C 0.457 -7.464 0.082
C -4.705 5.513 1.516
C -0.660 0.258 -7.387
C -0.402 -5.470 -0.964
C -2.982 0.735 -7.036
C 0.607 1.904 2.096
C 0.166 -2.582 -1.801
C 2.364 -1.755 6.831
C -3.555 4.688 1.328
C 1.649 -0.606 4.372
C 1.722 -6.823 0.080
C 2.654 -2.752 0.954
C 1.812 -5.506 -0.244
C -1.473 2.601 2.669
C -0.500 0.078 -6.036
C -5.900 5.055 1.065
C -2.072 2.523 -3.310
C 0.728 -4.752 -0.628
C -0.983 1.403 3.723
H -6.866 5.507 1.374
H 2.711 -2.298 7.689
H 4.029 -0.370 -1.731
H -3.952 0.971 -7.441
H 3.755 -0.815 -4.227
H -4.809 2.469 -0.835
H 2.814 -5.127 -0.287
H -0.701 -0.053 2.088
H 0.115 0.070 -8.054
H 0.440 -0.267 -5.647
H -0.470 -2.279 -5.046
H 1.609 2.270 5.711
H 3.466 -2.154 -3.419
H 0.301 -8.490 0.411
H -3.001 4.143 -2.094
H -1.294 -5.031 -1.484
H -3.489 1.210 -4.949
H 1.717 0.809 -3.290
H -1.720 0.870 4.331
H -6.883 3.700 -0.285
H 0.203 -4.210 -3.280
H 0.310 4.052 2.754
H 3.274 -3.679 0.881
H -4.588 6.459 2.058
H -1.877 2.949 -4.282
H 0.370 -2.415 7.088
H 3.225 1.507 -2.745
H 3.770 -1.538 2.466
H 3.774 -0.172 4.282
H -2.061 0.516 -8.959
H 1.371 2.187 -1.402
H -2.303 3.173 2.996
H -2.541 4.901 1.749
H 3.383 2.367 4.171
H 2.241 1.316 -0.394
H 2.322 -1.036 -1.546
H -0.367 -1.172 4.990
H 2.542 -7.364 0.508
H -1.583 -7.207 -0.429
H 4.309 -0.888 6.511
```

Results
- maximum force (eV Å⁻¹) = 4.4
- relative energy (zero: lowest compared OMol25 entry of this formula, charge and spin) (kJ/mol) = 8.1
- HOMO-LUMO gap (spin up / spin down) (Eh) = 0.1774 / 0.1794
- LUMO (spin up / spin down) (eV) = -2.11 / -2.10
- HOMO (spin up / spin down) (eV) = -6.934 / -6.981
- 2S+1 = 4

---

# 3
ORCA calculation (wB97M-V/def2-TZVPD) on a molecular structure, C53H41FeN3O2P2Si.

```
103
C53H41FeN3O2P2Si | the OMol25 dataset | wB97M-V/def2-TZVPD
Fe -0.162 0.148 -0.035
P 0.705 2.005 0.960
P -2.306 0.892 -0.378
Si -0.997 -0.219 2.098
O -2.457 -5.030 -3.779
O -1.767 -6.192 -1.954
N 1.297 -1.246 0.824
N 0.176 0.592 -2.114
N -0.406 -1.568 -0.978
C 0.589 1.961 -4.034
C -0.430 -0.308 -2.921
C 0.180 0.684 3.293
C -4.616 1.509 1.156
C -4.681 1.219 3.540
C -0.632 5.775 -0.009
C -0.044 1.041 -4.855
C 0.961 1.704 2.747
C 0.861 -2.525 0.701
C 1.993 2.126 4.875
C -4.466 -1.357 -3.120
C -0.574 -0.103 -4.286
C -0.134 3.634 0.990
C -1.216 -3.917 -2.128
C 3.040 3.629 0.676
C -3.477 -1.585 -0.551
C -3.137 4.823 -2.718
C -0.133 -2.722 -0.370
C -2.363 2.548 -2.657
C 2.314 -1.028 1.664
C 2.912 -2.023 2.417
C -2.601 3.718 -3.363
C -0.007 4.540 -0.062
C -4.567 -2.566 -2.454
C -0.773 -1.580 -2.260
C -2.671 0.642 2.320
C 1.407 -3.574 1.422
C 4.998 2.909 -0.522
C -4.090 -2.669 -1.151
C 3.068 1.485 -0.400
C 4.364 1.717 -0.839
C -1.216 -2.739 -2.867
C -3.386 0.735 3.520
C -1.587 5.199 2.116
C 0.330 0.402 4.653
C -1.260 -1.918 2.900
C 1.861 2.425 3.530
C -3.849 -0.265 -2.517
C -3.409 4.748 -1.361
C -0.569 -3.925 -0.897
C -1.418 6.111 1.084
C -3.320 -0.376 -1.236
C -3.287 1.076 1.151
C 0.654 1.705 -2.676
C -3.158 3.581 -0.656
C -0.946 3.968 2.072
C 1.225 1.112 5.438
C -1.878 -5.200 -2.692
C -2.651 2.450 -1.296
C -5.306 1.588 2.350
C 2.443 -3.321 2.303
C 4.333 3.865 0.235
C 2.388 2.435 0.362
H -2.924 0.413 4.448
H 2.563 0.563 -0.669
H 2.882 -4.124 2.879
H -1.970 1.696 -3.192
H -6.333 1.928 2.359
H 6.008 3.095 -0.865
H -5.222 1.287 4.476
H -0.253 -0.395 5.103
H -0.125 1.212 -5.920
H -1.075 -0.849 -4.887
H 2.533 4.386 1.260
H -0.319 -2.339 3.259
H 0.602 4.294 -0.924
H -3.809 5.608 -0.838
H -2.376 3.758 -4.421
H -4.167 -3.609 -0.620
H 4.872 0.970 -1.434
H -3.352 3.565 0.406
H 1.118 2.416 -2.007
H 4.824 4.797 0.484
H -2.208 5.448 2.967
H -1.904 7.077 1.127
H -5.107 1.780 0.229
H 1.331 0.877 6.490
H 1.019 2.872 -4.427
H -1.071 3.273 2.893
H 2.697 2.677 5.486
H -3.787 0.667 -3.061
H -1.579 -2.787 -3.885
H -3.336 5.734 -3.268
H 2.672 -0.011 1.738
H 1.020 -4.573 1.284
H -0.425 -4.883 -0.415
H -1.711 -2.643 2.218
H 3.732 -1.771 3.074
H 2.471 3.208 3.095
H -0.513 6.471 -0.829
H -4.990 -3.431 -2.945
H -1.931 -1.821 3.758
H -3.088 -1.686 0.457
H -4.853 -1.260 -4.127
```

Results
- maximum force (eV Å⁻¹) = 0.2
- HOMO-LUMO gap (Eh) = 0.2675
- LUMO (eV) = -0.43
- HOMO (eV) = -7.710

---

# 4
ORCA calculation (wB97M-V/def2-TZVPD) on a molecular structure, C53H43IN4OPRhS in a non-equilibrium geometry.

```
105
C53H43IN4OPRhS | the OMol25 dataset | wB97M-V/def2-TZVPD
I -2.004 2.369 -2.582
Rh 0.170 1.446 -1.019
S 0.276 -0.874 1.860
P -0.219 -0.629 -2.073
O 0.828 0.176 0.944
N -0.986 2.352 0.767
N 1.376 2.858 -0.274
N 2.425 3.186 -0.948
N 1.478 1.938 -2.623
C 0.309 -2.918 -0.468
C -2.343 2.398 0.883
C 1.715 -1.528 -3.998
C 2.846 -1.225 3.013
C 3.374 -1.784 4.174
C -0.092 -3.887 0.437
C 3.029 -1.774 -4.365
C -2.613 -2.458 4.703
C 0.027 -0.063 3.504
C -3.295 -1.249 -4.922
C -4.407 -0.692 -5.588
C -5.129 2.470 1.031
C 1.115 3.418 0.937
C 0.404 4.567 3.366
C 1.447 1.583 -3.907
C 4.471 -1.208 4.787
C -2.904 0.876 -3.876
C -4.463 1.250 1.017
C -3.090 1.206 0.930
C 5.037 -0.058 4.258
C 4.509 0.513 3.110
C -0.181 3.169 1.481
C 2.014 4.252 1.597
C -4.748 0.617 -5.417
C -0.605 -2.866 5.957
C -0.595 -1.939 -0.865
C 1.430 -1.089 -2.708
C -1.202 -2.507 -3.635
C -1.917 -3.192 5.651
C -4.407 3.653 0.957
C 3.789 -1.080 -2.196
C -0.661 -1.098 4.324
C -3.975 1.403 -4.559
C 2.481 -0.852 -1.817
C 1.732 -1.918 2.306
C 2.509 2.731 -2.185
C -1.371 -3.870 0.967
C 0.015 -1.812 5.309
C 3.581 3.073 -3.038
C 2.442 1.919 -4.795
C -2.994 -2.601 -5.183
C 4.063 -1.557 -3.470
C -1.961 -3.231 -4.551
C -2.277 -2.901 0.566
C 3.544 2.657 -4.341
C -1.981 -1.430 4.030
C -1.425 -1.166 -3.362
C -2.494 -0.475 -4.006
C 1.657 4.815 2.812
C 3.420 -0.069 2.489
C -3.033 3.630 0.890
C -0.508 3.753 2.720
C -1.891 -1.947 -0.355
H 2.259 -0.484 -0.820
H 4.946 1.410 2.699
H 5.889 0.390 4.742
H -0.067 -3.428 6.705
H -3.278 -2.896 0.964
H -2.555 0.268 0.968
H -0.407 -3.022 -3.116
H 4.592 -0.871 -1.505
H -3.645 -2.697 4.490
H 2.934 -2.682 4.580
H 0.587 1.015 -4.236
H -5.590 1.058 -5.926
H -2.400 -4.012 6.158
H -1.667 -4.632 1.667
H 2.366 1.620 -5.826
H 3.248 -2.115 -5.366
H 4.886 -1.659 5.674
H 1.303 -2.957 -0.892
H 1.026 -1.535 5.567
H 5.084 -1.752 -3.757
H -1.732 -4.269 -4.736
H -2.472 4.550 0.799
H -4.973 -1.333 -6.247
H -3.603 -3.130 -5.898
H 0.987 0.252 3.900
H -4.235 2.444 -4.438
H -2.512 -0.866 3.278
H -5.033 0.339 1.093
H 0.588 -4.674 0.720
H 4.349 2.899 -5.013
H -6.203 2.503 1.106
H -1.468 3.547 3.168
H 2.990 0.382 1.607
H 4.388 3.657 -2.627
H -4.924 4.599 0.964
H 0.142 5.015 4.311
H 2.085 -2.322 1.357
H 2.974 4.441 1.144
H 2.359 5.449 3.328
H -0.601 0.803 3.306
H 1.315 -2.727 2.903
H 0.926 -1.687 -4.721
H -2.598 -1.216 -0.725
```

Results
- maximum force (eV Å⁻¹) = 3.1
- total charge = +2
- relative energy (zero: lowest compared OMol25 entry of this formula, charge and spin) (kJ/mol) = 259.0
- HOMO-LUMO gap (spin up / spin down) (Eh) = 0.1665 / 0.1672
- LUMO (spin up / spin down) (eV) = -7.49 / -7.49
- HOMO (spin up / spin down) (eV) = -12.024 / -12.035